(1)
Computed, not measured: C22H35N3O5 as an isolated structure in a non-equilibrium geometry, with ωB97M-V/def2-TZVPD.

gap between HOMO and LUMO	0.277	Eh
electronic energy	-1398.8636	Ha
total charge	0
spin multiplicity	1

The geometry in XYZ format:
```
65
Properties=species:S:1:pos:R:3:forces:R:3:mulliken_charge:R:1
C 1.438391 1.358987 -3.523793 -0.2 -3.1 -2.8 -0.81
H 1.021463 2.305106 -3.737681 -0.8 1.1 -0.1 0.44
O 2.410692 1.471272 -2.526423 -2.3 -0.5 1.3 -0.39
C 1.783325 1.562423 -1.274867 -3.4 -0.3 -6.1 0.04
C 0.393908 1.608998 -1.177077 1.0 1.6 8.3 -1.02
C -0.172057 1.935187 0.306615 2.6 -1.4 -1.9 0.12
C 0.675291 1.937574 1.497035 1.4 0.6 -7.6 -0.65
C 2.096442 1.883457 1.009578 -2.2 -0.6 5.2 0.61
C 2.567988 1.641539 -0.260145 5.6 -0.1 5.8 1.10
O 4.005585 1.390552 -0.214511 -6.3 5.0 4.9 -0.48
C 4.531640 1.018880 -1.289731 3.1 -7.9 -5.5 -0.84
H 5.507693 0.722189 -1.083987 2.3 -0.2 0.8 0.46
H 4.626849 1.286779 -2.299017 -0.8 2.8 -1.1 0.38
H 4.130468 -0.038318 -1.531631 0.2 0.6 0.1 0.10
O 3.043847 1.846699 1.987448 -0.5 0.6 2.6 -0.49
C 2.551214 2.010019 3.568164 15.6 5.5 -6.4 -1.66
H 2.189188 2.858765 3.637770 -3.5 8.1 0.6 0.62
H 3.484289 1.927355 4.133815 -0.2 -0.1 -0.4 0.24
H 2.026646 1.364170 3.682579 -11.3 -13.9 2.6 0.78
H 0.322781 2.283297 2.428114 -0.3 -0.1 0.8 0.69
C -1.606310 2.174512 0.472395 -1.5 -0.8 10.2 0.20
O -2.134334 2.044891 1.831107 2.4 0.0 -6.6 -0.84
N -2.354620 2.720550 -0.392171 -4.6 -0.2 3.4 -0.09
H -2.012511 2.831377 -1.180869 5.0 1.3 -9.3 0.11
C -3.775220 2.969640 -0.543583 2.7 -15.1 12.5 -1.60
H -3.957706 3.790475 -0.747101 -3.1 14.1 -3.5 1.11
H -3.975446 2.652351 0.767280 0.1 2.4 -3.1 0.34
C -4.552611 1.867144 -1.021776 -0.5 -4.3 1.6 -1.12
C -4.446024 0.223788 -0.424378 -0.4 2.9 -9.9 0.76
O -4.552598 -0.695056 -1.235172 -1.1 0.8 0.6 -0.70
N -4.010888 0.193326 0.700190 -1.8 -12.9 3.4 0.08
H -3.665550 0.820464 1.165975 4.5 9.1 6.3 0.10
C -3.775792 -1.194386 1.330089 1.2 4.9 4.3 -2.13
H -4.385476 -1.427551 2.228538 0.4 1.5 0.3 0.39
C -2.361290 -1.586945 1.572754 -3.0 11.4 0.0 -1.56
H -2.194039 -2.270809 2.128416 1.2 -9.2 7.1 1.37
H -1.901689 -0.726712 2.038160 -0.2 0.6 1.9 0.15
C -1.529046 -1.583752 0.532694 1.5 -0.9 -15.0 0.52
N -0.273425 -2.226045 0.489663 1.7 -0.4 2.7 0.05
C 0.613046 -1.283638 1.201113 3.8 -3.3 -0.1 -0.13
C 2.026761 -2.292442 1.708027 -3.9 6.2 4.2 -0.90
C 2.417101 -2.857336 0.588052 8.1 -5.6 -12.7 0.05
C 1.382837 -3.824200 -0.285978 6.3 -3.3 3.5 -0.56
H 1.109248 -4.690231 0.416841 0.0 1.2 -1.2 0.25
H 1.773948 -4.218038 -1.274087 0.7 0.0 1.5 0.30
C 0.409760 -3.014830 -0.721532 -10.9 3.9 0.3 0.19
C 0.630932 -2.143885 -1.866444 -1.3 3.6 -3.2 -0.47
H 1.035243 -2.777214 -2.708489 -0.2 1.2 0.6 0.27
H -0.333335 -1.427729 -2.317381 1.8 -2.9 1.3 0.10
H 1.173908 -1.227733 -1.616481 1.1 -0.6 -0.3 -0.14
H -0.508651 -3.600718 -1.068674 0.9 0.2 0.6 0.22
H 2.972067 -2.151668 -0.408296 -2.1 -1.0 3.1 -0.25
H 3.576655 -3.500527 0.565651 -3.4 1.2 0.9 0.28
H 1.702545 -3.037042 2.387858 -0.6 -0.4 1.2 0.38
H 2.791695 -1.612440 2.123570 -0.4 -0.3 0.1 0.33
H 0.303243 -0.855361 2.187581 -0.4 -0.1 -1.5 0.53
H 1.029025 -0.657001 0.370774 -0.1 0.5 1.5 -0.43
H -2.185144 -2.183886 -0.398685 1.6 1.3 1.8 0.33
H -1.372270 -0.492727 -0.128121 -0.9 -2.2 2.1 -0.38
H -4.072132 -1.967732 0.891555 -3.3 -5.4 -5.8 1.07
H -5.587737 1.843651 -0.926316 -2.0 1.4 0.2 0.56
H -4.358358 1.715172 -1.975659 0.7 -1.2 -4.9 0.53
H -0.263256 1.713325 -1.921371 -2.2 0.1 -2.7 1.06
H 0.507423 0.515426 -3.435677 2.9 2.1 0.2 0.18
H 2.054407 1.076622 -4.432318 -1.0 0.2 0.8 0.25
```
Forces are in eV/Å.

(2)
Computed, not measured: C22H35NO3P2Pd as an isolated structure in a non-equilibrium geometry, with ωB97M-V/def2-TZVPD.

gap between HOMO and LUMO (alpha / beta)	0.202 / 0.265	Eh
electronic energy	-1950.0669	Ha
total charge	0
spin multiplicity	3

The geometry in XYZ format:
```
64
Properties=species:S:1:pos:R:3:forces:R:3:mulliken_charge:R:1
Pd 0.000000 0.000000 0.000000 2.6 -3.7 -10.4 -1.41
H -0.949700 -0.480800 0.963500 -3.5 -2.7 2.6 0.22
H -0.955600 0.410600 0.967000 -3.9 1.0 2.6 0.84
P -0.021800 -2.313800 -0.430200 0.1 -1.8 -0.7 1.28
P -0.024200 2.318400 -0.406800 0.5 2.7 -1.7 1.61
C 1.390300 3.303400 0.258800 0.0 0.0 0.0 -1.37
H 1.318500 4.368900 -0.023500 0.0 -0.4 0.1 0.47
H 1.406000 3.211000 1.357400 -0.1 0.1 -0.5 0.21
H 2.328200 2.877600 -0.134100 -0.3 0.2 0.1 0.33
C 0.009200 2.745000 -2.201200 -0.1 0.3 0.1 -1.25
H -0.861200 2.275000 -2.686500 0.3 0.2 0.2 0.34
H -0.012400 3.838200 -2.357000 0.0 -0.4 -0.1 0.39
H 0.923200 2.319600 -2.645900 -0.3 0.2 0.1 0.33
C -1.487000 3.277600 0.191100 -0.1 -0.3 0.1 -1.12
H -1.533000 3.213400 1.291100 0.1 0.1 -0.5 0.09
H -1.432700 4.338200 -0.113000 0.0 -0.5 0.1 0.48
H -2.399500 2.818700 -0.224200 0.3 0.2 0.1 0.32
C 0.187800 -2.726700 -2.215800 0.0 0.0 0.1 -1.29
H 0.143400 -3.816900 -2.386300 0.0 0.4 0.0 0.39
H -0.608700 -2.220900 -2.784700 0.3 -0.2 0.2 0.36
H 1.158800 -2.332300 -2.556100 -0.3 -0.2 0.1 0.34
C 1.288100 -3.343500 0.369500 -0.1 0.0 0.0 -1.00
H 1.188600 -3.262200 1.464700 0.1 0.0 -0.5 -0.07
H 1.218800 -4.403800 0.068100 0.0 0.4 0.1 0.48
H 2.273900 -2.940200 0.084800 -0.3 -0.2 0.1 0.36
C -1.563800 -3.237400 0.000500 0.1 0.1 0.0 -1.23
H -2.414700 -2.749100 -0.502200 0.3 -0.2 0.2 0.34
H -1.505300 -4.296400 -0.308600 0.0 0.4 0.1 0.42
H -1.723600 -3.182200 1.090500 0.0 0.0 -0.4 0.25
C 1.506900 -0.002000 1.190900 7.7 -1.0 2.6 -0.06
O 2.449100 -0.004800 1.888100 -3.2 0.2 -1.7 -0.31
H -1.297600 -0.002800 -1.140900 -0.2 0.0 -0.5 -0.09
C 3.605400 0.794500 5.768400 0.0 0.3 0.1 -1.41
C 2.807900 -0.311100 5.118800 -0.3 -0.7 -0.4 0.83
C 3.510800 -1.417700 4.624600 -0.4 0.2 0.1 -1.09
C 2.833200 -2.486700 4.066800 -0.4 0.1 0.1 -0.90
C 1.452900 -2.445600 3.948300 0.1 0.3 0.0 -1.01
C 0.694400 -1.333500 4.352100 0.4 0.4 0.3 -0.15
N -0.723100 -1.451700 4.123000 -0.1 0.4 -0.2 0.32
C -1.768200 -0.474900 4.020400 0.3 -0.1 0.0 0.08
C -3.029200 -0.885500 4.504600 0.0 0.5 -0.1 -0.71
C -4.118700 -0.020500 4.540200 0.5 -0.2 -0.2 -0.57
C -3.982600 1.281700 4.087200 0.2 0.1 -0.2 -0.87
C -2.764100 1.713300 3.572700 -0.1 -0.6 0.2 -1.10
C -1.646700 0.854200 3.496500 -0.5 -1.4 0.5 1.24
C -0.437400 1.468400 2.898300 1.8 6.5 -0.2 -0.29
O -0.092400 2.641800 3.378800 -1.1 -4.8 -1.4 -0.62
O 0.055100 1.190700 1.664600 -0.8 3.9 8.8 0.18
C 1.382600 -0.261200 5.017900 0.0 -0.6 -0.3 1.58
C 0.684100 0.879800 5.719000 0.1 0.1 0.6 -1.76
H 3.441700 1.745500 5.220000 0.0 -0.4 0.5 0.29
H 3.303900 0.917200 6.828300 0.1 0.2 -0.5 0.31
H 4.696300 0.582400 5.752200 -0.8 0.0 -0.1 0.38
H 4.590000 -1.472300 4.701100 0.0 0.2 0.1 0.32
H 3.379100 -3.355600 3.721300 0.0 0.0 0.0 0.41
H 0.954200 -3.305300 3.529500 -0.2 -0.1 -0.1 0.73
H -1.061700 -2.425800 4.064800 0.4 1.1 0.2 0.33
H -3.161600 -1.886700 4.896200 0.2 0.0 0.0 0.44
H -5.067400 -0.357700 4.937600 0.0 -0.1 0.0 0.40
H -4.824800 1.961100 4.126200 0.1 0.0 0.0 0.42
H -2.704800 2.733800 3.217100 0.3 -0.1 0.0 0.42
H 1.026000 1.853500 5.322900 -0.4 -0.4 0.2 0.34
H -0.412000 0.819700 5.705600 0.5 0.1 -0.2 0.35
H 0.950900 0.850300 6.795700 0.0 0.0 -0.5 0.50
```
Forces are in eV/Å.

Question: Which of these has the highest spin multiplicity?
Answer: C22H35NO3P2Pd